ORCA calculation (ωB97M-V/def2-TZVPD) on C8H24BKO4 as an isolated structure at a distorted geometry.

```
38
Properties=species:S:1:pos:R:3:nbo_charge:R:1
K -1.625 -2.168 0.706 0.983
B -5.572 -2.627 1.128 -0.859
H -5.247 -2.075 0.260 -0.050
H -5.188 -3.618 0.940 -0.041
H -5.184 -2.209 2.044 -0.046
H -6.651 -2.615 1.137 0.005
C -0.242 -3.299 -3.614 -0.255
O 0.826 -3.057 -2.676 -0.556
C 1.776 -4.120 -2.732 -0.077
C 2.827 -3.793 -1.638 -0.063
O 2.352 -3.563 -0.378 -0.555
C 3.381 -3.401 0.652 -0.260
H -0.658 -4.278 -3.374 0.171
H 0.187 -3.292 -4.616 0.174
H -1.028 -2.544 -3.583 0.195
H 2.232 -4.206 -3.718 0.184
H 1.260 -5.031 -2.427 0.169
H 3.355 -2.878 -1.904 0.161
H 3.520 -4.634 -1.643 0.161
H 2.984 -3.208 1.648 0.196
H 3.780 -2.416 0.410 0.175
H 4.181 -4.141 0.668 0.186
C 0.681 2.798 2.322 -0.258
O -0.599 2.580 1.635 -0.570
C -0.912 3.464 0.513 -0.081
C -0.800 4.943 0.875 -0.118
O 0.542 5.527 0.977 -0.543
C 0.400 6.796 1.628 -0.258
H 1.459 2.672 1.568 0.166
H 0.946 2.132 3.143 0.192
H 0.704 3.837 2.650 0.187
H -1.939 3.266 0.206 0.208
H -0.191 3.228 -0.269 0.172
H -1.294 4.884 1.844 0.179
H -1.498 5.541 0.288 0.185
H -0.502 7.328 1.323 0.175
H 1.228 7.423 1.297 0.191
H 0.511 6.753 2.711 0.175
```

HOMO-LUMO gap   6.457 eV
LUMO   -0.98 eV
E   -1244.6881 Ha
Relative energy (zero: lowest compared OMol25 entry of this formula, charge and spin)   4.443 eV


ORCA calculation (ωB97M-V/def2-TZVPD) on a 3-piece molecular cluster, C5H16O3 overall at a distorted geometry.

```
24
Properties=species:S:1:pos:R:3:nbo_charge:R:1
C -0.204 -1.834 -0.510 -0.074
O 0.115 -1.258 -1.790 -0.738
C -1.648 -1.505 -0.093 -0.423
C -1.986 -0.016 0.099 -0.391
C -1.316 0.637 1.289 -0.413
C -1.477 2.178 1.245 -0.610
H -0.127 -2.906 -0.686 0.190
H 0.457 -1.405 0.247 0.173
H -0.077 -0.327 -1.723 0.463
H -2.361 -1.940 -0.798 0.208
H -1.858 -2.009 0.857 0.204
H -1.612 0.533 -0.784 0.173
H -3.067 0.091 0.024 0.213
H -1.575 0.262 2.279 0.206
H -0.240 0.486 1.182 0.203
H -0.585 2.622 0.837 0.201
H -1.749 2.578 2.228 0.216
H -2.395 2.497 0.735 0.204
H 2.954 1.237 0.114 0.494
H 1.793 2.154 0.388 0.454
O 2.578 1.807 0.834 -0.955
H 3.457 -1.088 -0.619 0.479
H 2.315 -0.819 -1.612 0.499
O 2.925 -0.374 -1.008 -0.973
```

HOMO-LUMO gap   11.281 eV
LUMO   0.65 eV
E   -425.8027 Ha
Relative energy (zero: lowest compared OMol25 entry of this formula, charge and spin)   0.218 eV
SMILES   CCCCCO.O.O


ORCA calculation (ωB97M-V/def2-TZVPD) on one molecule with the formula C6H10NO2P at a distorted geometry.

```
20
Properties=species:S:1:pos:R:3:nbo_charge:R:1
C 0.641 2.422 2.892 -0.207
C 0.155 1.886 1.929 -0.057
C 0.302 1.144 -0.480 -0.216
C -0.556 1.255 0.787 0.026
C 1.719 -0.633 -1.539 -0.395
C -1.837 -1.847 -0.675 -1.007
N 0.668 -0.313 -0.718 -0.788
O 0.433 -2.454 0.857 -1.057
O -1.016 -0.062 1.222 -0.767
P -0.252 -1.369 0.214 2.256
H 1.022 2.975 3.780 0.251
H -0.382 1.430 -1.313 0.189
H 1.175 1.713 -0.395 0.216
H -1.432 1.854 0.570 0.210
H 2.637 -0.454 -1.016 0.184
H 1.686 -1.767 -1.669 0.220
H 1.552 0.050 -2.306 0.194
H -2.438 -1.810 0.284 0.256
H -2.131 -1.088 -1.375 0.235
H -1.945 -2.931 -1.048 0.257
```

HOMO-LUMO gap   9.956 eV
LUMO   0.70 eV
E   -781.1549 Ha
Relative energy (zero: lowest compared OMol25 entry of this formula, charge and spin)   1.650 eV
SMILES   C#C[C@H]1CN(C)[P@@](C)(=O)O1


ORCA calculation (ωB97M-V/def2-TZVPD) on an isolated ion of composition C3H3OS and charge +1 at a distorted geometry.

```
8
Properties=species:S:1:pos:R:3:nbo_charge:R:1
C -0.322 0.375 0.176 0.280
C -1.407 1.085 0.093 -0.634
C 0.367 -0.637 -0.057 -0.396
O -2.741 -1.225 -0.066 -0.644
S -2.929 0.196 -0.031 1.470
H 0.821 -1.109 0.802 0.298
H -1.416 2.196 -0.084 0.312
H 0.719 -0.991 -1.040 0.315
```

HOMO-LUMO gap (alpha / beta)   8.078 / 8.078 eV
LUMO (alpha / beta)   -8.27 / -8.27 eV
Total charge   +1
E   -589.1126 Ha
Relative energy (zero: lowest compared OMol25 entry of this formula, charge and spin)   2.885 eV


ORCA calculation (ωB97M-V/def2-TZVPD) on C22H26FN7O11Yb as an isolated structure.

```
68
Properties=species:S:1:pos:R:3:nbo_charge:R:1
Yb -0.863 -0.481 0.663 1.873
N -1.896 1.446 -0.689 -0.894
C -3.111 1.458 -1.515 -0.208
C -2.953 0.703 -2.828 -0.418
C -2.003 1.315 -3.874 -0.408
C -0.547 0.831 -3.853 -0.216
N 0.269 1.443 -2.799 -0.874
H -1.993 2.095 0.085 0.397
H -1.114 1.784 -1.259 0.412
H -3.412 2.493 -1.738 0.154
H -3.909 0.985 -0.945 0.227
H -3.953 0.649 -3.267 0.202
H -2.660 -0.324 -2.605 0.238
H -2.016 2.409 -3.797 0.190
H -2.395 1.077 -4.868 0.197
H -0.106 1.008 -4.841 0.165
H -0.549 -0.249 -3.698 0.193
H 0.816 2.217 -3.149 0.358
H 0.900 0.775 -2.369 0.393
O 3.693 -2.812 4.072 -0.525
C 2.679 -2.506 3.490 0.368
C 1.628 -1.521 3.961 0.357
O 1.717 -0.776 4.923 -0.584
C 0.568 -1.558 2.950 0.268
C 0.936 -2.415 1.885 0.237
O 0.171 -2.544 0.858 -0.794
C 2.261 -2.973 2.112 0.359
O 2.956 -3.624 1.339 -0.622
O -0.504 -0.872 2.913 -0.747
C -0.615 -3.810 -2.397 -0.395
N 0.564 -3.015 -2.081 -0.394
C 1.811 -3.556 -2.031 0.117
C 2.860 -2.873 -1.534 -0.333
C 2.590 -1.565 -1.037 0.500
N 1.395 -1.011 -1.158 -0.601
C 0.363 -1.751 -1.584 0.810
O -0.805 -1.306 -1.507 -0.725
N 3.537 -0.835 -0.420 -0.762
H -0.290 -4.801 -2.706 0.198
H -1.183 -3.338 -3.195 0.216
H -1.249 -3.880 -1.514 0.243
H 1.894 -4.577 -2.376 0.212
H 3.828 -3.332 -1.423 0.241
H 4.319 -1.326 -0.016 0.409
H 3.182 -0.044 0.104 0.427
C -3.564 -2.093 2.113 -0.733
C -3.073 -1.337 0.881 0.067
O -3.851 -1.276 -0.075 -0.648
H -4.629 -2.343 2.029 0.191
H -3.368 -1.508 3.014 0.221
H -2.973 -3.010 2.209 0.220
F 5.520 0.470 2.461 -0.313
C 4.699 1.504 2.706 0.236
C 3.386 1.312 2.872 0.011
N 2.509 2.348 3.088 -0.406
C 1.075 2.086 3.211 -0.351
C 0.470 1.460 1.969 0.811
O -0.763 1.616 1.798 -0.735
O 1.168 0.749 1.196 -0.774
C 2.956 3.645 3.213 0.790
O 2.238 4.599 3.428 -0.635
N 4.324 3.793 3.056 -0.628
C 5.289 2.825 2.790 0.587
O 6.458 3.117 2.658 -0.594
H 2.952 0.326 2.823 0.256
H 0.579 3.030 3.408 0.265
H 0.894 1.397 4.042 0.272
H 4.660 4.741 3.144 0.426
```

HOMO-LUMO gap (alpha / beta)   6.597 / 6.598 eV
LUMO (alpha / beta)   2.27 / 2.27 eV
Total charge   -1
Multiplicity   2
E   -3323.7670 Ha
Relative energy (zero: lowest compared OMol25 entry of this formula, charge and spin)   0.000 eV


ORCA calculation (ωB97M-V/def2-TZVPD) on a 11-piece molecular cluster, H22O11 overall at a distorted geometry.

```
33
Properties=species:S:1:pos:R:3:nbo_charge:R:1
O -3.767 0.731 -2.205 -0.970
H -3.922 0.691 -3.146 0.459
H -2.929 0.271 -2.015 0.488
O -1.010 1.951 2.262 -0.962
H -0.673 2.108 3.166 0.502
H -1.951 1.923 2.404 0.486
O -1.471 2.782 -0.478 -0.941
H -1.473 2.326 0.375 0.460
H -0.584 2.791 -0.803 0.477
O -1.528 -0.652 -1.943 -0.945
H -1.202 -1.499 -1.685 0.477
H -0.863 -0.471 -2.598 0.503
O -0.173 -0.087 0.566 -1.019
H -0.544 0.047 -0.301 0.506
H -0.437 0.677 1.077 0.516
O 1.173 1.797 -2.162 -0.967
H 1.475 1.925 -1.260 0.463
H 1.453 0.896 -2.256 0.481
O -1.423 -2.177 1.911 -0.981
H -1.013 -1.615 1.240 0.487
H -2.096 -2.698 1.528 0.478
O 3.149 0.955 0.788 -0.954
H 3.279 0.883 1.780 0.470
H 2.607 0.141 0.700 0.478
O 1.458 -0.822 -2.286 -0.996
H 1.759 -1.006 -1.382 0.501
H 2.029 -1.330 -2.866 0.487
O 1.182 -1.255 3.043 -0.957
H 0.432 -1.617 2.567 0.482
H 1.807 -2.027 3.192 0.471
O 2.096 -1.682 0.184 -0.965
H 1.947 -2.623 0.207 0.485
H 1.214 -1.345 0.391 0.501
```

HOMO-LUMO gap   10.085 eV
LUMO   -0.21 eV
E   -840.8248 Ha
Relative energy (zero: lowest compared OMol25 entry of this formula, charge and spin)   1.505 eV
SMILES   O.O.O.O.O.O.O.O.O.O.O